{
  "formula": "C2H11N4O",
  "method": "ωB97M-V/def2-TZVPD",
  "species": ["C", "C", "N", "N", "N", "N", "O", "H", "H", "H", "H", "H", "H", "H", "H", "H", "H", "H"],
  "xyz": [[1.7684, -1.4398, 0.4076], [0.6087, -0.5180, -0.0381], [-0.5426, -1.0918, -0.2912], [1.9606, 1.3520, 0.1306], [0.8221, 0.7900, -0.2479], [-0.4127, 1.6013, -0.4494], [-3.0131, 0.1240, 0.4977], [2.1502, -1.9380, -0.4967], [1.3314, -2.2297, 1.1605], [2.6092, -0.8198, 0.6508], [-0.7197, -2.1074, 0.0584], [-1.3169, -0.4878, -0.4646], [1.9349, 1.8800, 1.0858], [2.4369, 1.9531, -0.5370], [-0.1346, 2.5081, -0.8180], [-3.4731, -0.5791, 0.9630], [-0.9157, 1.6945, 0.3514], [-3.6992, 0.7394, 0.6241]],
  "mulliken_charge": [-1.095, 0.681, -0.333, -0.755, 0.437, -0.651, -0.609, 0.311, 0.332, 0.396, 0.293, 0.363, 0.263, 0.271, 0.295, 0.293, 0.215, 0.292],
  "total_charge": 1,
  "gap_ev": 10.946,
  "relative_energy_ev": 2.628,
  "total_energy_ev": -10252.3388,
  "molar_mass_da": 107.14
}